Formula: H22O11
Source: OMol25
Level of theory: ωB97M-V/def2-TZVPD

Summary:
Energy relative to the best compared isomer or geometry (same formula, charge and spin) in kJ/mol: 276.15
Calculated total energy in eV: -22877.903
Gap between HOMO and LUMO (alpha / beta) in eV: 2.55 / 10.26

The geometry in ORCA input format:
```
! RIJCOSX wB97M-V def2-TZVPD def2/J DEFGRID3
* xyz -1 2
O 0.767 -1.841 -1.614
H 0.530 -1.640 -0.692
H 0.386 -1.316 -2.247
O -2.749 1.922 -2.632
H -2.484 1.100 -2.294
H -2.658 2.479 -1.867
O 3.291 0.163 -2.352
H 3.844 -0.312 -3.030
H 3.823 0.982 -2.540
O -0.442 2.621 -4.509
H -0.175 1.706 -4.192
H -1.338 2.540 -4.116
O -1.643 1.208 4.605
H -1.278 0.904 3.771
H -2.135 1.993 4.461
O -1.819 0.589 0.944
H -1.289 1.422 1.188
H -2.296 0.300 1.707
O -0.498 -5.236 1.864
H -0.330 -4.573 1.129
H -0.910 -4.642 2.588
O -1.606 -2.736 -3.825
H -1.801 -1.986 -4.428
H -1.201 -2.352 -3.084
O 3.437 1.541 1.285
H 3.490 1.216 2.209
H 3.923 1.022 0.625
O 0.031 1.746 2.630
H 0.917 1.683 2.329
H -0.336 2.616 2.680
O 0.949 -1.287 2.975
H 0.570 -1.411 3.826
H 1.031 -0.423 2.607
*
```

=====

Formula: C4H6F2S
Source: OMol25
Level of theory: ωB97M-V/def2-TZVPD

Summary:
Energy relative to the best compared isomer or geometry (same formula, charge and spin) in kJ/mol: 16.36
Calculated total energy in eV: -20514.778
Gap between HOMO and LUMO in eV: 10.10

The geometry in ORCA input format:
```
! RIJCOSX wB97M-V def2-TZVPD def2/J DEFGRID3
* xyz 0 1
C -1.095 2.004 -0.238
C -0.974 0.836 0.365
C -0.318 -0.339 -0.276
F -1.108 -1.449 -0.160
F -0.114 -0.165 -1.597
C 1.150 -0.734 0.439
S 2.136 -1.897 -0.515
H -1.597 2.833 0.227
H -0.706 2.166 -1.229
H -1.372 0.632 1.348
H 0.925 -1.125 1.426
H 1.714 0.192 0.508
H 1.358 -2.954 -0.296
*
```

=====

Formula: C33H83B2F8N4O16SSi
Source: OMol25
Level of theory: ωB97M-V/def2-TZVPD

Summary:
Calculated total energy in eV: -116068.541
Gap between HOMO and LUMO in eV: 7.15

The geometry in ORCA input format:
```
! RIJCOSX wB97M-V def2-TZVPD def2/J DEFGRID3
* xyz 1 1
C 3.195 -0.389 3.239
C 2.972 0.344 2.153
C 2.631 0.897 0.726
C 2.557 -0.043 -0.618
C 4.087 -0.450 -0.871
F 5.033 0.667 -0.988
F 4.720 -1.107 0.298
C 4.535 -1.503 -1.979
F 5.923 -1.176 -2.349
F 4.665 -2.885 -1.509
N 1.748 -1.235 -0.546
B 1.683 -2.174 0.588
O 2.564 -3.364 0.489
C 0.779 -2.235 1.929
C -0.048 -0.951 2.384
C 1.037 -1.827 -1.657
F 1.765 -2.597 -2.674
C 0.012 -0.725 -2.258
C -0.325 -0.891 -3.852
B -1.432 -1.348 -1.687
O -2.646 -1.490 -2.525
N -1.695 -1.730 -0.250
C -2.066 -3.204 -0.137
C -3.008 -1.022 0.084
N 0.336 0.719 -1.844
C -0.642 1.271 -0.900
C -0.852 2.821 -0.522
O -2.269 3.196 -0.294
Si -2.371 4.911 -0.001
C -3.687 5.316 1.340
C -2.751 5.727 -1.725
C -0.723 5.726 0.591
C 1.856 0.988 -1.723
C 2.403 0.723 -3.265
C 3.825 1.168 -3.781
N 4.574 0.364 -4.572
S 2.284 2.784 -1.630
O 1.937 3.601 -0.367
O 3.784 3.127 -1.511
C 1.689 3.859 -3.029
F 2.648 4.060 -4.098
F 0.459 3.501 -3.660
F 1.476 5.209 -2.518
H 3.465 -0.869 4.260
H 3.443 1.735 0.616
H 1.556 1.355 0.798
H 3.992 -1.573 -2.956
H 1.937 -4.112 0.646
H 1.508 -2.508 2.802
H 0.034 -3.139 1.899
H -1.205 -1.020 2.244
H 0.261 0.064 1.947
H 0.088 -0.841 3.541
H 0.458 -2.743 -1.195
H -1.193 -0.183 -4.188
H -0.610 -2.015 -3.992
H 0.525 -0.706 -4.581
H -2.586 -2.301 -3.083
H -1.199 -3.861 0.247
H -2.371 -3.666 -1.165
H -2.943 -3.367 0.616
H -3.119 -0.788 1.212
H -3.111 0.003 -0.465
H -3.929 -1.640 -0.247
H 0.082 1.212 -2.743
H -0.740 0.740 0.138
H -1.671 1.257 -1.484
H -0.386 2.971 0.541
H -0.470 3.587 -1.292
H -3.256 6.182 1.997
H -4.663 5.728 0.878
H -3.871 4.433 2.077
H -1.700 6.010 -2.154
H -3.251 4.982 -2.464
H -3.429 6.663 -1.608
H 0.008 5.637 -0.314
H -0.845 6.801 0.978
H -0.211 5.105 1.441
H 1.701 1.241 -4.055
H 2.343 -0.388 -3.568
H 4.347 2.210 -3.738
H 4.084 -0.527 -4.752
C -6.858 4.233 2.805
O -5.738 4.514 3.629
H -6.529 4.186 1.766
H -7.294 3.273 3.091
H -7.602 5.027 2.913
H -6.057 4.550 4.542
C 3.584 -6.589 2.052
O 2.507 -6.562 2.977
H 4.180 -5.683 2.178
H 4.210 -7.463 2.243
H 3.191 -6.625 1.033
H 1.997 -7.374 2.844
C 3.919 -5.491 6.211
O 2.844 -5.463 7.137
H 4.516 -4.586 6.335
H 4.544 -6.367 6.402
H 3.524 -5.528 5.193
H 2.333 -6.274 7.005
C -3.031 -2.889 3.725
O -3.384 -1.905 2.760
H -2.149 -3.428 3.374
H -2.804 -2.403 4.676
H -3.856 -3.591 3.852
H -4.167 -1.446 3.097
C -1.949 -1.627 -7.511
O -0.968 -0.970 -6.725
H -1.938 -2.692 -7.276
H -2.935 -1.216 -7.282
H -1.722 -1.488 -8.570
H -1.002 -0.030 -6.955
C -4.222 -5.203 6.841
O -4.578 -4.221 5.879
H -3.341 -5.740 6.488
H -3.993 -4.719 7.793
H -5.048 -5.908 6.969
H -5.360 -3.762 6.216
C -4.456 1.497 -7.708
O -3.054 1.686 -7.594
H -4.684 0.441 -7.555
H -4.970 2.092 -6.949
H -4.787 1.798 -8.705
H -2.881 2.630 -7.734
C 2.135 -5.965 10.256
O 1.400 -6.988 9.601
H 3.131 -6.342 10.493
H 2.224 -5.099 9.597
H 1.626 -5.683 11.181
H 0.524 -6.627 9.404
C 7.171 3.554 -2.876
O 7.837 4.702 -3.377
H 7.882 2.953 -2.308
H 6.352 3.861 -2.221
H 6.782 2.962 -3.710
H 7.186 5.215 -3.875
C -0.824 5.510 -7.193
O -1.550 4.492 -7.865
H 0.170 5.132 -6.947
H -0.727 6.382 -7.844
H -1.344 5.786 -6.273
H -2.424 4.854 -8.071
C -0.242 2.209 4.746
O -0.975 1.185 4.090
H 0.751 1.831 4.990
H -0.147 3.074 4.084
H -0.756 2.498 5.666
H -1.849 1.547 3.886
*
```

=====

Formula: C19H56N10O7
Source: OMol25
Level of theory: ωB97M-V/def2-TZVPD

Summary:
Energy relative to the best compared isomer or geometry (same formula, charge and spin) in kJ/mol: 458.64
Calculated total energy in eV: -49841.819
Gap between HOMO and LUMO in eV: 9.35

The geometry in ORCA input format:
```
! RIJCOSX wB97M-V def2-TZVPD def2/J DEFGRID3
* xyz 0 1
C -2.975 3.186 -3.065
O -3.873 3.573 -2.023
C -3.385 4.556 -1.047
C -2.489 3.973 -0.018
C -3.159 2.941 0.860
N -1.792 4.875 0.867
H -2.207 2.571 -2.597
H -2.557 4.061 -3.564
H -3.608 2.633 -3.759
H -2.975 5.451 -1.515
H -4.305 4.974 -0.638
H -1.689 3.480 -0.569
H -3.681 3.357 1.722
H -2.515 2.228 1.374
H -4.065 2.470 0.479
H -2.480 5.278 1.487
H -1.285 4.307 1.532
C -0.036 2.610 2.712
O 0.348 3.965 2.547
C 1.751 4.107 2.426
C 2.327 5.583 2.352
C 2.509 6.155 3.729
N 1.552 6.358 1.469
H -0.942 2.420 3.287
H 0.763 1.955 3.061
H -0.224 2.070 1.784
H 2.394 3.666 3.187
H 2.038 3.644 1.482
H 3.347 5.603 1.967
H 3.308 5.630 4.252
H 1.532 6.054 4.203
H 2.664 7.231 3.647
H 0.733 6.488 2.046
H 1.051 5.858 0.749
C 0.051 -5.317 -0.624
O -1.261 -5.290 -0.158
C -2.114 -6.322 -0.650
C -3.434 -6.085 0.059
C -4.461 -7.140 -0.407
N -3.898 -4.721 -0.151
H 0.209 -4.686 -1.498
H 0.428 -6.285 -0.955
H 0.838 -4.961 0.040
H -2.330 -6.385 -1.717
H -1.653 -7.254 -0.321
H -3.176 -6.254 1.104
H -5.465 -6.761 -0.213
H -4.292 -8.127 0.023
H -4.493 -7.300 -1.485
H -4.182 -4.736 -1.120
H -2.992 -4.283 -0.064
C 2.217 -0.469 -2.785
O 2.929 -1.658 -3.053
C 4.214 -1.555 -2.412
C 4.658 -2.923 -1.887
C 3.714 -3.524 -0.867
N 6.013 -3.012 -1.330
H 2.824 0.416 -2.590
H 1.401 -0.530 -2.065
H 1.624 -0.300 -3.684
H 4.900 -1.439 -3.251
H 4.355 -0.781 -1.658
H 4.548 -3.568 -2.758
H 3.958 -4.580 -0.750
H 2.679 -3.374 -1.176
H 3.723 -3.068 0.122
H 6.258 -2.590 -0.446
H 6.689 -2.499 -1.877
N 4.009 -0.152 1.057
C 3.680 1.027 0.722
N 4.766 1.745 0.628
O 2.547 1.451 0.600
H 4.928 -0.567 1.120
H 3.238 -0.797 1.151
H 4.891 2.747 0.635
H 5.536 1.125 0.423
N 0.132 0.025 0.271
C 0.103 -1.218 0.682
N -1.079 -1.739 0.591
O 1.068 -1.900 1.018
H -0.648 0.537 -0.115
H 1.009 0.486 0.467
H -1.006 -2.713 0.846
H -1.873 -1.155 0.371
N -3.760 -1.434 -1.272
C -3.648 -0.227 -0.691
N -4.470 -0.098 0.304
O -2.601 0.432 -0.792
H -4.633 -1.890 -1.049
H -3.002 -1.897 -1.753
H -5.382 -0.506 0.159
H -4.360 0.771 0.806
*
```